# 1
Below is a molecular structure, C32H56AsBrF6N6ORhS3Si, with properties calculated with ωB97M-V/def2-TZVPD.

Properties
<S²> ... 8.824
HOMO (alpha / beta) ... -12.5 / -13.6 eV
Gap between HOMO and LUMO (alpha / beta) ... 0.230 / 0.180 Eh
ΔE to the lowest compared entry with this formula, charge and spin ... 6.77 kcal/mol
Charge ... +2
Multiplicity ... 6
Electronic energy ... -8659.840231 Eh

Geometry as XYZ:
```
108
Properties=species:S:1:pos:R:3:forces:R:3:mulliken_charge:R:1
Rh -0.034173 0.216179 0.027247 -0.086 -0.463 -0.033 0.336
Br 0.125043 1.239064 2.348515 -0.186 0.288 0.212 0.686
As -1.583345 3.796659 -0.570918 0.009 -0.085 -0.086 1.934
S -2.806252 -0.200285 0.055378 -0.058 0.117 0.127 0.020
S 2.392376 1.785459 -1.752077 -0.002 -0.105 -0.062 0.607
S 0.140794 -1.738753 0.990539 0.079 0.128 -0.022 -0.486
Si 1.707307 2.074153 4.002608 0.082 -0.161 -0.111 -2.062
F -0.609937 4.091681 -1.960004 -0.096 -0.041 0.127 -0.475
F -2.482062 3.236327 0.819494 0.100 0.124 -0.089 -0.419
F -0.922260 2.060782 -0.624414 0.079 0.070 -0.046 -0.308
F -2.237526 5.358282 -0.501029 0.021 -0.066 0.024 -0.461
F -0.247174 4.158444 0.452583 -0.093 0.010 -0.020 -0.304
F -2.849158 3.182661 -1.584400 0.103 0.077 0.118 -0.495
O 1.919162 0.957075 -0.548471 0.150 0.177 0.049 -0.597
N 0.011436 -4.851469 -1.292467 0.024 -0.065 -0.045 0.235
N -0.355861 -2.204864 -1.630592 0.050 0.049 -0.025 -0.768
N -2.985076 0.046878 2.669433 -0.147 -0.102 -0.015 0.350
N -4.445720 1.371734 1.450188 0.005 -0.246 0.073 0.093
N -0.370429 -0.880550 -1.674362 0.065 0.047 0.007 1.326
N 0.126772 -4.023214 -0.226247 -0.076 0.045 0.032 -0.897
C 0.564911 1.995108 5.523297 0.011 0.094 0.036 2.905
C 1.239527 2.832949 6.631564 -0.020 0.020 -0.021 -1.774
C -5.054066 1.865892 0.205512 0.104 0.101 -0.027 -0.422
C 3.017386 0.562484 -2.894664 0.006 0.051 -0.013 -1.057
C -0.058429 -2.739745 -0.461758 0.023 -0.147 -0.003 0.484
C -3.404213 -5.905590 -3.324926 -0.029 -0.013 -0.021 -0.517
C -1.130689 -5.194030 -1.929487 0.056 0.010 0.086 1.060
C -1.036999 -6.108438 -3.002664 -0.101 -0.046 -0.054 -0.650
C -2.332420 -0.592129 -4.795152 0.005 -0.017 0.007 -0.690
C 0.392114 0.560754 6.037293 -0.008 -0.054 -0.011 -2.028
C -2.173304 -6.448764 -3.696094 0.073 0.005 0.027 -0.556
C -2.377341 -4.662661 -1.538908 -0.099 0.014 -0.043 -0.176
C 3.361122 4.323970 4.209108 -0.026 -0.030 0.089 -1.816
C 2.167867 3.805607 3.376288 0.106 0.117 0.033 3.221
C 3.078827 0.759796 3.937535 0.143 0.090 0.012 2.748
C -3.475974 0.496743 1.527206 -0.095 0.081 -0.095 0.470
C -0.946653 -0.348521 -2.846152 -0.018 0.104 0.031 -0.067
C -3.500118 -5.024337 -2.244037 0.051 0.032 0.049 -0.631
C -2.100540 0.737180 -5.132457 -0.018 -0.007 -0.018 -0.666
C 4.012336 1.008666 2.738964 -0.068 -0.009 0.024 -2.143
C 3.910150 0.866128 5.233103 0.016 0.027 0.019 -1.716
C -0.845937 2.559554 5.284719 0.064 -0.075 0.003 -1.634
C -6.411533 1.242101 -0.037273 -0.016 0.013 -0.026 -1.347
C 1.014599 4.808256 3.536008 -0.062 -0.112 0.008 -2.071
C -3.573176 0.323638 3.988116 0.109 0.039 -0.024 -0.877
C 3.940161 2.484470 -1.206838 -0.010 -0.105 -0.004 -0.983
C -1.291500 1.523212 -4.325263 0.024 -0.028 0.041 -1.200
C -4.808897 -0.514354 4.265183 -0.041 0.002 0.039 -1.203
C 2.599206 3.800823 1.899802 0.017 -0.065 -0.029 -1.915
C -1.764661 -1.142253 -3.661459 -0.015 0.017 -0.055 -0.496
C -0.713612 0.986428 -3.187961 -0.003 -0.042 -0.036 0.895
C 2.566512 -0.679785 3.807946 -0.068 -0.017 0.012 -1.985
H -4.801679 1.755481 2.314756 0.017 0.025 0.000 0.291
H -1.381563 2.545555 6.237363 -0.037 -0.003 0.027 0.600
H 3.349250 0.564359 6.118836 0.023 0.015 -0.043 0.330
H -6.846812 1.661093 -0.942947 -0.008 0.002 -0.009 0.425
H 0.761223 4.978503 4.581710 -0.036 -0.013 0.007 0.453
H -0.104838 1.620027 -2.563529 0.017 -0.026 -0.061 -0.244
H 2.094169 -0.847906 2.840068 0.013 -0.003 0.003 0.247
H -0.055960 -0.089442 5.280699 -0.013 -0.003 0.018 0.202
H 1.929970 3.219189 1.266083 -0.036 0.006 -0.041 -0.218
H 2.582861 4.829090 1.530422 0.024 0.017 0.005 0.627
H -1.112568 2.561430 -4.568998 0.000 0.006 0.003 0.519
H -6.334070 0.161721 -0.161926 0.005 -0.014 0.004 0.281
H 2.268321 2.531794 6.834047 0.011 -0.023 -0.009 0.330
H -4.569286 -1.576535 4.245053 0.010 -0.007 0.002 0.324
H -4.296083 -6.182103 -3.870167 -0.008 -0.006 0.002 0.435
H -7.095492 1.448186 0.786342 -0.011 0.006 0.012 0.384
H 2.159229 0.012161 -3.276616 -0.015 -0.003 0.006 0.185
H 4.770064 0.197037 5.151369 0.016 -0.020 0.003 0.544
H 0.844424 -5.398497 -1.486676 0.031 0.057 -0.039 0.276
H 4.511579 1.711024 -0.694990 0.007 -0.002 -0.007 0.367
H 0.118449 4.504388 2.993734 -0.012 -0.003 -0.027 0.277
H 3.463862 1.006861 1.792637 -0.001 -0.006 0.003 0.286
H 3.714271 3.309463 -0.539273 -0.025 0.037 0.041 0.205
H 4.475624 2.851731 -2.081245 -0.020 0.019 -0.024 0.527
H -2.437861 -4.010301 -0.679166 0.019 -0.006 -0.023 0.458
H -0.856819 3.580412 4.917722 0.050 0.083 -0.029 0.272
H 0.677140 2.701625 7.558862 -0.019 -0.002 0.025 0.566
H 4.562024 1.945590 2.821448 0.003 -0.041 0.035 0.268
H 1.864597 -0.968092 4.588899 0.047 0.010 -0.053 0.291
H 4.239985 3.684492 4.128198 0.019 -0.003 -0.015 0.340
H 3.613895 3.419733 1.786547 -0.087 0.032 -0.027 0.443
H -4.466680 -4.638423 -1.952061 -0.010 0.005 -0.001 0.437
H -2.786187 0.128357 4.715217 -0.045 -0.046 -0.010 0.347
H -1.944927 -2.174520 -3.400736 -0.002 -0.005 0.020 0.549
H -1.401775 1.945863 4.575624 0.004 0.025 0.009 -0.067
H -5.199006 -0.273203 5.252896 -0.004 -0.002 0.003 0.417
H 3.704251 -0.102247 -2.373145 0.003 0.015 0.023 0.350
H -4.351538 1.676512 -0.607136 -0.035 -0.030 -0.021 0.196
H 1.234404 3.897390 6.398758 0.009 -0.004 0.006 0.361
H 4.748879 0.202946 2.699886 0.029 -0.040 0.007 0.682
H 1.334382 5.767653 3.125320 0.005 0.032 -0.021 0.629
H -0.074533 -6.520380 -3.278202 0.025 0.002 0.005 0.392
H -2.553403 1.157038 -6.019963 -0.006 0.005 -0.006 0.430
H 4.300715 1.870568 5.404493 -0.001 -0.001 0.012 0.337
H -5.095547 2.951126 0.289077 -0.051 -0.016 0.010 0.380
H 1.325235 0.103092 6.366390 -0.053 0.051 -0.018 0.429
H -0.277000 0.581542 6.901257 -0.024 -0.011 0.022 0.611
H 3.644240 5.309084 3.831194 -0.013 0.030 -0.010 0.544
H -2.967153 -1.203965 -5.421993 0.002 -0.006 -0.007 0.442
H 3.514872 1.075817 -3.716537 0.002 0.005 -0.019 0.515
H -5.600626 -0.328226 3.539120 -0.005 0.005 -0.020 0.286
H -2.187461 -0.570440 2.618664 0.028 0.062 0.006 0.117
H 3.424421 -1.352830 3.873528 0.027 -0.035 0.002 0.580
H 3.119227 4.441003 5.267324 0.015 -0.012 -0.044 0.339
H -2.112605 -7.141093 -4.523385 -0.004 -0.003 -0.014 0.417
H -3.773696 1.395953 4.052665 -0.016 -0.004 0.024 0.507
```
Positions in Å, forces in eV/Å.

# 2
Below is 5 unconnected molecules or ions with the total composition C32H56N5, with properties calculated with ωB97M-V/def2-TZVPD.

Properties
HOMO ... -9.7 eV
Gap between HOMO and LUMO ... 0.218 Eh
Charge ... +1
Electronic energy ... -1526.387852 Eh

Geometry as XYZ:
```
93
Properties=species:S:1:pos:R:3:forces:R:3:mulliken_charge:R:1
N 7.025759 -0.834023 -5.588353 -0.012 -0.039 0.020 0.014
N 2.396325 -2.287037 2.698520 -0.234 -0.083 0.629 -0.198
N 1.552539 -3.022530 -5.018681 -0.048 0.035 0.067 0.091
N -0.314475 8.361810 4.627354 0.001 0.004 -0.012 -0.013
N -2.973677 -3.924544 -0.832917 0.082 0.056 0.052 0.171
C -3.381016 -0.126974 4.385125 0.224 0.578 -0.239 -0.994
C 0.438121 -1.518343 -0.450519 0.502 0.130 0.003 0.095
C -1.370203 3.101882 5.220281 -0.037 0.316 -0.427 -0.756
C -2.620213 -4.644285 -1.943894 0.018 0.026 0.025 -0.371
C 2.501495 -3.475138 -4.140741 -0.081 0.047 0.041 -0.715
C -2.069309 -0.170023 -2.288798 0.657 0.102 -0.391 -0.642
C 7.298819 -1.789418 -6.530141 -0.041 0.042 0.009 -0.395
C -1.652621 3.916584 3.951729 -0.127 -0.430 0.130 -0.851
C -0.925907 8.440136 2.503253 -0.018 0.016 -0.020 -0.503
C -2.391738 1.994612 5.427320 0.261 0.284 -0.037 -0.890
C 1.248187 -1.697422 1.929876 0.061 0.533 -0.748 -0.817
C -4.051390 -0.215348 3.016488 0.252 -0.643 0.301 -1.011
C -3.999215 -4.557323 -0.181414 0.025 0.032 0.009 -0.396
C -0.941732 9.129888 3.685583 -0.001 -0.002 0.037 -0.471
C -4.303620 -5.691125 -0.884263 -0.005 -0.002 0.028 -0.638
C -2.264404 1.079484 0.016636 -0.499 0.049 -0.294 -0.542
C 0.104910 7.189793 4.061269 0.007 0.002 0.040 -0.540
C -3.428606 -5.746524 -2.002312 0.025 -0.016 -0.026 -0.562
C -3.417601 0.215268 0.548576 0.217 -0.433 0.382 -0.865
C -0.261600 7.207173 2.741699 0.026 -0.008 0.016 -0.252
C 8.978126 -1.717610 -5.037859 0.007 -0.001 0.039 -0.393
C -3.110603 -0.555961 1.857314 -0.328 0.309 -0.428 0.036
C 0.470131 -0.524672 -1.593226 0.104 -0.399 -0.274 -1.017
C 2.144056 -2.251938 -5.980944 -0.013 -0.016 0.047 -0.953
C 8.505320 -2.354411 -6.216612 -0.016 -0.035 -0.012 -0.465
C 3.715254 -2.989320 -4.547888 0.038 0.028 0.075 -0.271
C 1.629657 -1.315030 0.497491 -0.575 -0.229 0.509 -0.973
C 8.043703 -0.785631 -4.674463 -0.043 0.020 0.013 -0.511
C -2.198336 0.857795 4.442297 0.009 -0.449 0.406 0.152
C 3.487139 -2.214345 -5.715960 -0.001 0.078 -0.003 -0.021
C -2.163591 1.142978 -1.516155 0.076 -0.134 0.548 -1.511
C -0.655116 -0.741347 -2.598452 -0.205 0.138 0.524 -0.468
H -0.496546 -1.488908 0.096345 -0.364 0.127 0.190 -0.318
H 0.543970 -2.504404 -0.894099 -0.265 -0.320 0.047 0.529
H 0.571960 -3.229198 -4.965927 0.012 -0.020 -0.054 0.199
H 0.555131 0.499537 -1.248294 -0.197 0.279 0.178 0.477
H -0.748450 4.284691 3.489782 0.188 0.348 -0.023 0.144
H -0.182517 8.620105 5.588016 0.007 0.005 -0.023 0.192
H -2.324652 1.619397 6.445118 -0.149 -0.112 0.177 0.385
H -1.310096 0.303621 4.756863 0.229 0.044 -0.090 0.123
H -0.292266 -0.403316 -3.561748 -0.134 0.220 -0.235 0.424
H -1.973132 1.271455 3.465869 -0.045 0.053 -0.306 0.024
H 1.563254 -1.800888 -6.766892 0.017 -0.014 -0.022 0.376
H 0.420761 -2.387352 1.933381 -0.060 -0.521 0.200 0.460
H -1.828977 -4.310658 -2.593623 -0.012 -0.001 -0.026 0.359
H -2.460822 2.095232 0.347826 0.156 0.266 0.113 0.390
H -3.170950 -1.625110 1.669225 0.045 -0.263 -0.027 0.344
H 0.626120 6.449292 4.643815 -0.002 -0.008 -0.007 0.410
H 2.793233 -3.111574 2.244682 0.054 0.091 -0.113 0.358
H -1.342756 8.781587 1.570987 0.001 0.005 -0.005 0.386
H -2.548920 -3.061846 -0.544798 -0.059 0.017 -0.020 0.201
H 9.899647 -1.919724 -4.518507 0.009 0.002 -0.005 0.399
H -3.398860 -6.508293 -2.762707 -0.008 -0.006 -0.003 0.418
H -3.052257 -1.101635 4.729478 -0.050 -0.303 -0.028 0.392
H -4.422161 -4.147513 0.720120 -0.025 -0.002 -0.012 0.397
H 1.913359 -0.269998 0.482773 0.350 0.167 -0.045 0.462
H -0.765930 -1.820261 -2.672686 -0.018 -0.282 -0.327 -0.262
H -4.129542 0.223370 5.086313 -0.215 -0.110 0.286 0.514
H -2.672728 -0.960155 -1.856988 -0.231 -0.026 0.259 0.376
H 1.400932 -0.741353 -2.113595 0.251 0.166 -0.210 0.575
H -0.073627 6.425070 2.024934 0.001 0.006 -0.008 0.429
H 6.614979 -1.983761 -7.338542 0.024 -0.011 -0.022 0.372
H 8.016282 -0.094464 -3.849706 0.026 0.015 -0.007 0.385
H -0.361506 2.698670 5.183087 0.195 -0.256 0.034 0.341
H 2.458495 -1.932571 0.173167 0.355 0.009 -0.242 0.600
H 4.662809 -3.171459 -4.068291 0.023 -0.013 -0.039 0.471
H -1.384943 3.803082 6.044726 0.029 0.019 0.405 0.415
H 6.205883 -0.255941 -5.570447 0.021 0.003 -0.007 0.204
H -1.314372 1.768087 -1.769005 0.222 0.222 -0.153 0.440
H -2.166235 3.328558 3.195655 -0.073 -0.183 -0.133 0.255
H -1.342215 10.096921 3.935576 -0.011 0.004 -0.015 0.379
H 8.995431 -3.137064 -6.770426 0.004 0.000 -0.004 0.412
H -4.264283 0.855574 0.748212 -0.320 0.227 -0.104 0.629
H -3.379705 2.428667 5.292321 -0.289 0.017 0.064 0.388
H 0.947207 -0.810646 2.463632 -0.183 0.187 0.387 0.305
H 2.232393 -4.104425 -3.309234 0.014 -0.061 -0.032 0.430
H -3.764454 -0.505735 -0.183582 0.018 -0.013 -0.336 0.497
H -3.036684 1.697063 -1.840900 -0.251 0.011 -0.265 0.474
H -2.082759 -0.356348 2.117560 0.471 0.111 0.303 -0.105
H 4.227297 -1.692110 -6.297348 0.000 -0.030 -0.037 0.383
H -1.321743 0.819401 0.479438 0.408 -0.396 0.069 0.320
H -5.069940 -6.402525 -0.627623 -0.005 -0.004 -0.005 0.406
H -2.311078 4.736851 4.199488 -0.045 0.386 -0.113 0.334
H 3.131553 -1.595639 2.858301 0.101 -0.066 -0.227 0.358
H 2.070929 -2.573912 3.626500 0.090 -0.070 -0.046 0.376
H -4.606513 0.693337 2.821055 0.026 0.375 -0.097 0.413
H -4.789501 -1.007800 3.084017 -0.383 -0.039 -0.047 0.339
H -2.505077 0.029937 -3.260517 -0.259 -0.157 -0.230 0.464
```
Positions in Å, forces in eV/Å.